Entry 1:
DFT (ωB97M-V/def2-TZVPD) results for the molecule C8H7NO2.

Element x y z (Å)
H1 1.3368 0.6215 0.2439
H2 -0.7324 0.9187 -1.8544
C1 0.4431 -0.8610 1.8694
H3 1.4176 -0.3891 2.1617
C2 -0.1300 -0.5280 0.6441
C3 -1.3162 -1.0858 0.2729
N1 0.9773 1.9358 -2.0346
H4 -2.9743 -2.5755 0.6853
H5 -0.0090 -1.9588 3.6508
C4 -0.2693 -1.8456 2.6824
C5 0.1559 1.0058 -1.3004
H6 -1.7936 -0.9928 -0.8132
H7 -1.7702 -3.0130 2.8286
C6 -1.8846 -2.0181 1.0306
O1 0.5639 2.3810 -3.0178
O2 2.0500 2.3122 -1.5069
C7 -1.4460 -2.4077 2.2536
C8 0.5759 0.4559 -0.1965

Atomic forces in eV per Å
H 10.437 3.035 4.539
H -1.190 -0.639 -0.131
C -0.748 -1.308 0.953
H -1.152 -0.611 -0.044
C 1.013 1.042 -0.046
C -1.511 -0.050 -4.365
N 3.593 0.255 4.875
H 3.285 1.783 0.661
H 1.338 -0.774 2.919
C 0.887 3.132 -3.333
C 0.478 0.382 -0.863
H 1.268 0.395 2.500
H -5.129 -7.822 6.782
C -6.171 -3.585 -0.652
O -1.929 1.346 -4.267
O -0.972 -0.833 -0.486
C 6.045 7.598 -5.752
C -9.542 -3.345 -3.290

Results
HOMO-LUMO gap in eV: 9.05
SMILES string: O=[N+]([O-])/C=C/c1ccccc1
HOMO in eV: -9.691
Energy above the lowest of the compared OMol25 structures with the same formula, charge and spin in kcal/mol: 160.00
E_LUMO in hartree: -0.0236
2S+1: 1

Results of the Löwdin charge analysis, in e, for atoms 1 through 4: atom 1 (H): 0.015, atom 2 (H): 0.115, atom 3 (C): 0.029, atom 4 (H): 0.133


Entry 2:
DFT (ωB97M-V/def2-TZVPD) results for a cluster of 9 separate species, C26H72N2O14 in total.

Element x y z (Å)
C1 -4.2024 2.1024 1.4440
O1 2.3656 2.9244 1.5940
H1 2.1626 -4.0206 1.6570
H2 -1.8714 5.7534 3.5710
C2 -0.8994 4.4204 2.2630
H3 -3.8044 -1.9716 -0.2980
C3 3.5486 -0.7156 -2.9310
H4 3.8126 -0.8626 -0.5730
H5 -1.9794 4.9554 -0.8380
H6 -1.1994 -0.9356 2.5070
C4 0.6746 -3.4006 -2.8640
H7 4.3626 -0.0766 -2.4940
H8 -1.5004 2.4174 -0.1360
H9 0.8066 3.5894 2.5340
H10 0.3226 1.3944 1.5310
H11 -3.6394 1.6174 -1.6630
O2 0.9656 -4.6826 -2.3400
H12 -4.7864 0.3564 0.3970
H13 -0.0074 -5.5326 0.2560
C5 -1.0074 3.3564 -1.8010
H14 -0.0804 -5.8696 -3.9000
H15 -2.0124 2.9984 -2.2710
C6 0.2616 -5.7526 -2.8320
H16 -2.4094 4.2044 3.6980
C7 2.5576 3.7414 0.4260
O3 6.2466 -0.0646 2.3400
H17 3.5746 5.4124 -0.2690
H18 3.7156 -1.6736 -2.4830
H19 1.2906 -3.2686 0.2860
H20 7.4496 -1.8606 2.4880
O4 2.4256 -4.8906 -0.1070
H21 -1.9794 -1.2986 -0.9100
C8 2.2406 0.1934 -1.4200
H22 2.5036 1.9894 1.5120
H23 -4.1284 0.2494 2.0490
H24 0.8866 -5.8936 1.6820
H25 -0.2344 5.0184 -0.6720
H26 3.8606 5.0834 1.4680
N1 -0.6574 -1.3116 -2.4250
H27 -3.9494 1.4024 -3.4430
C9 -4.0154 0.7174 1.1060
H28 5.4986 0.3844 0.3650
H29 1.6676 3.7694 -0.0780
O5 -3.8084 2.9504 0.4140
H30 -5.2204 2.2384 1.8280
C10 0.5176 -5.0006 1.0650
H31 -0.6944 -5.7466 -2.2540
H32 -1.7824 5.3074 -3.0180
O6 -0.3844 -4.0906 1.7990
H33 -0.1184 3.1944 -2.4840
H34 -1.1554 1.4174 2.4010
H35 0.1736 0.6624 3.1980
H36 -1.2364 -4.1706 1.3870
H37 0.8436 -6.5426 -2.5910
H38 3.2836 3.1384 -0.1780
H39 1.6316 -2.8526 -2.9760
H40 5.9426 -1.9546 1.5640
H41 -3.3504 -1.8046 -2.8660
O7 -0.6924 2.5424 -0.6550
H42 3.6886 -0.0066 2.7920
H43 -3.3294 4.4564 1.5160
H44 3.7396 -1.4236 1.9320
H45 -3.0504 -2.1166 1.2660
H46 -0.4574 5.1374 1.6050
O8 -1.0444 5.5434 -2.4220
C11 3.0866 5.0544 0.6590
H47 -1.5644 0.4294 -1.6490
H48 1.8836 -0.0966 1.4000
C12 -0.2884 0.8124 2.2340
C13 -3.8074 -2.4476 0.6430
O9 2.2016 -0.2846 -2.5760
O10 0.0836 3.9854 3.1180
H49 0.3746 -2.3206 1.8310
C14 -4.1794 1.0334 -2.4300
C15 -3.7414 -3.9076 0.6220
C16 -1.7584 -0.6816 -1.8030
H50 7.2596 -1.0746 0.9410
H51 1.2126 0.4484 -1.1690
H52 -4.6134 -4.4626 0.2080
H53 -3.7294 -4.2106 1.6850
O11 0.6046 -1.3786 1.8770
H54 -1.1254 3.5524 1.7320
H55 2.7986 1.0924 -1.4610
H56 -2.7844 -0.2756 -3.6090
C17 3.8446 -0.3356 1.8220
H57 1.7366 -5.2156 -0.7080
O12 -2.4814 -4.2666 0.1300
O13 -3.1194 5.1804 2.1540
H58 0.1966 -0.7546 -2.3450
C18 5.1826 0.3764 1.4590
H59 -1.3674 -3.1506 -1.8960
H60 -2.7084 -4.8876 -0.5540
H61 3.7646 -0.7856 -3.9920
C19 -2.0414 4.8964 2.9870
H62 -0.9144 -0.4286 0.7110
C20 -0.4264 -2.6836 -2.0210
O14 -3.9914 -0.2916 -2.2220
H63 -4.7014 -2.0266 1.0420
H64 -4.6194 2.9134 -0.0970
H65 0.2446 -3.4516 -3.8530
H66 -5.2044 1.3924 -2.1830
H67 2.3116 5.8764 0.7770
C21 2.7926 -0.6126 -0.2690
H68 -3.5604 2.3464 2.3450
C22 -2.9904 -0.7896 -2.6910
C23 -1.0714 4.6994 -1.3330
H69 -0.0634 -2.5866 -0.9380
N2 2.7386 0.1764 0.9680
C24 1.5886 -4.1966 0.7780
H70 -3.0024 0.4764 0.7820
C25 -0.5764 -0.5536 1.7660
H71 5.1166 1.4534 1.7150
C26 6.8076 -1.3566 1.8370
H72 2.2736 -1.5236 -0.1680

Atomic forces in eV per Å
C 1.199 1.067 3.287
O -0.769 2.748 1.530
H 0.380 0.675 0.830
H 0.576 1.456 0.507
C 1.863 -0.290 -0.333
H 0.577 0.286 -1.328
C 0.371 0.366 0.085
H 0.108 0.028 0.762
H -0.835 -0.435 1.232
H -2.169 -1.030 0.467
C -1.113 0.661 0.279
H -1.004 0.048 -0.296
H 0.087 0.160 -0.084
H -0.730 0.509 1.249
H 0.140 -0.211 0.381
H 0.573 0.024 -0.583
O 1.054 1.483 -0.986
H 0.595 -0.040 0.237
H 0.036 0.818 -0.307
C 0.341 -3.873 -0.189
H 0.936 0.942 0.583
H 1.760 0.629 0.400
C -3.819 1.152 -0.358
H 0.163 -1.409 1.022
C 2.146 -4.371 0.298
O 0.235 -1.505 -0.778
H 0.053 -0.355 0.348
H 0.083 -0.807 0.074
H -0.044 0.168 0.377
H 0.862 -0.296 1.340
O 0.381 -0.771 -0.414
H -0.102 1.149 0.366
C -1.531 3.305 7.070
H 0.389 -1.108 -1.242
H -0.355 -1.275 0.850
H -0.762 1.216 -0.195
H -0.404 -0.618 -0.471
H -0.806 0.071 -0.584
N 1.852 0.283 -1.778
H 0.190 -0.421 0.149
C -0.113 -1.791 -0.833
H -0.384 -0.550 1.088
H -2.371 0.068 -1.544
O -0.775 0.841 -0.706
H -0.092 0.522 -0.437
C -4.584 -3.166 3.349
H 0.207 -0.709 -0.339
H 0.578 0.308 0.415
O 1.124 -1.252 0.397
H -1.274 0.286 0.395
H -0.885 0.114 0.086
H 0.547 0.631 0.371
H -0.767 -0.094 -0.473
H 1.430 -3.018 0.699
H -0.492 0.601 0.004
H -0.719 -0.027 0.558
H 0.063 -0.556 0.168
H 1.436 -0.961 -0.577
O -0.404 -0.813 -0.109
H -0.537 0.814 2.065
H 0.515 0.662 0.766
H 0.910 -0.069 -0.594
H 1.796 0.968 0.927
H -0.213 0.917 -0.811
O -0.163 1.530 -2.461
C 0.991 3.683 0.444
H -0.104 -1.459 0.359
H -0.518 -0.284 0.494
C 1.298 0.858 0.115
C -1.842 0.497 -0.510
O 2.072 -4.342 -8.297
O 2.680 -0.945 0.711
H -0.429 0.090 0.032
C -0.982 3.116 1.364
C -1.264 -0.791 2.398
C -0.477 0.017 0.202
H 1.300 0.062 -1.558
H -0.329 0.526 0.484
H 0.763 0.463 -0.383
H -0.291 -0.147 -0.177
O -0.044 0.611 -0.349
H -1.243 -1.264 -1.754
H 0.738 1.684 0.647
H 0.982 -0.305 -1.435
C -0.252 0.756 -1.300
H 1.076 0.019 -0.748
O 0.013 -0.777 -1.166
O -1.351 0.343 -1.735
H -0.471 -0.585 -0.222
C 0.901 -0.028 0.268
H -0.863 -1.065 -0.580
H 0.720 -0.552 -0.577
H -0.746 0.152 -0.214
C -2.047 0.089 0.414
H -0.251 -1.016 0.717
C 2.651 1.673 2.240
O -10.868 4.484 5.092
H -1.020 -0.211 0.783
H 0.186 0.740 -1.023
H 0.054 -0.392 -0.651
H 0.130 -0.939 -0.472
H 0.700 -1.106 0.588
C 0.745 1.050 -0.666
H -0.476 -0.104 -0.898
C 7.708 -4.611 -3.809
C 0.284 2.859 0.808
H -0.189 -0.708 -0.933
N 1.992 -0.549 -0.593
C 4.079 2.386 -2.374
H -0.095 0.082 -0.345
C 1.175 -0.120 -1.466
H -0.494 -0.581 -0.137
C -3.164 2.306 -0.202
H -0.767 -1.349 0.212

Results
HOMO-LUMO gap in eV: 8.38
SMILES string: COCCNCCOC.COCCNCCOC.OCCO.OCCO.OCCO.CCO.CCO.CCO.CCO
HOMO in eV: -8.284
Energy above the lowest of the compared OMol25 structures with the same formula, charge and spin in kcal/mol: 60.02
E_LUMO in hartree: 0.0034
2S+1: 1

Results of the Löwdin charge analysis, in e, for atoms 1 through 4: atom 1 (C): -0.352, atom 2 (O): -0.103, atom 3 (H): 0.139, atom 4 (H): 0.120


Entry 3:
DFT (ωB97M-V/def2-TZVPD) results for a cluster of 3 separate species, C4H14N2O2 in total.

Element x y z (Å)
C1 -1.8755 1.6352 -0.1843
C2 0.9115 1.0792 0.6454
N1 -0.2853 0.2921 1.0852
H1 -0.0810 -2.4162 1.2139
H2 0.7405 -1.9804 -0.0663
H3 -0.5177 -0.2741 0.2716
O1 0.2374 -2.7408 0.3675
H4 -1.4846 2.5733 -0.5607
H5 0.6671 1.7443 -0.1855
C3 -1.5147 1.2691 1.1574
H6 -0.0995 -0.4832 -1.8367
H7 -1.5042 0.2030 -1.6554
H8 -2.7820 1.2208 -0.6053
C4 1.9735 0.1073 0.2695
H9 -2.2465 0.6336 1.6429
H10 2.3108 -0.8502 -1.4589
H11 1.1334 1.7354 1.4924
H12 -1.0734 2.0614 1.7574
H13 2.1764 -0.5437 1.1542
H14 2.9628 0.5596 0.1193
O2 -1.0245 -0.4425 -2.1855
N2 1.5108 -0.6766 -0.8453

Atomic forces in eV per Å
C -0.226 0.743 1.158
C -0.575 0.548 0.879
N -0.449 1.341 -1.359
H 0.083 0.026 0.017
H -0.380 -0.654 0.075
H 0.201 -0.828 0.036
O 0.218 0.327 -0.101
H 0.177 -0.397 -0.574
H 0.135 -0.168 -0.255
C 0.912 -1.395 0.445
H -0.350 0.115 0.118
H 0.320 -0.025 -0.115
H 0.167 -0.114 -0.316
C 0.469 -0.416 -0.331
H -0.305 0.465 0.288
H -0.290 -0.206 0.154
H 0.458 -0.181 0.119
H -0.548 0.298 0.152
H -0.387 -0.125 0.019
H -0.249 0.356 -0.120
O 0.118 -0.188 -0.253
N 0.502 0.480 -0.035

Results
HOMO-LUMO gap in eV: 3.97
HOMO in eV: -7.573
Energy above the lowest of the compared OMol25 structures with the same formula, charge and spin in kcal/mol: 159.61
E_LUMO in hartree: -0.1325
2S+1: 1

Results of the Löwdin charge analysis, in e, for atoms 1 through 4: atom 1 (C): 0.138, atom 2 (C): -0.253, atom 3 (N): 0.022, atom 4 (H): 0.004